Entry 1:
11
Properties=species:S:1:pos:R:3:mulliken_charge:R:1 method="wB97M-V/def2-TZVPD" e_homo_ev=-8.4 homo_lumo_gap_ha=0.3485 e_lumo_ha=0.04075 spin_multiplicity=1 largest_force_ev_per_a=2.598 charge=0
C -1.130 -0.176 0.044 0.32
C -0.351 -1.262 0.023 -0.48
C 0.996 -0.849 -0.028 -0.32
C 1.079 0.507 0.014 -0.58
C -0.311 1.119 0.034 -0.32
H -0.641 -2.304 0.139 0.40
H 1.830 -1.534 -0.101 0.40
H 1.973 1.114 -0.162 0.35
H -0.484 1.719 0.933 0.24
H -0.494 1.784 -0.847 0.25
F -2.466 -0.119 -0.050 -0.28

Entry 2:
8
Properties=species:S:1:pos:R:3:mulliken_charge:R:1 method="wB97M-V/def2-TZVPD" e_homo_ev="-8.8 / -8.8" homo_lumo_gap_ha="0.2729 / 0.2724" e_lumo_ha="-0.05183 / -0.05209" spin_multiplicity=1 largest_force_ev_per_a=4.686 charge=0
C 0.621 0.634 -0.274 -0.08
C 0.393 1.882 0.154 0.41
F -0.207 -0.164 -0.963 -0.22
F -0.729 2.514 -0.014 -0.20
F 1.323 2.543 0.681 -0.20
P -0.832 -3.628 0.423 0.02
H 1.486 -0.032 -0.039 0.28
H -2.055 -3.749 0.031 -0.01

Entry 3:
49
Properties=species:S:1:pos:R:3:mulliken_charge:R:1 method="wB97M-V/def2-TZVPD" e_homo_ev=-9.4 homo_lumo_gap_ha=0.3520 e_lumo_ha=0.00794 spin_multiplicity=1 largest_force_ev_per_a=3.813 charge=0
C -0.406 -0.986 3.198 -0.93
C -0.712 -1.879 1.996 0.10
C 0.586 -2.623 1.536 -0.93
C 1.618 -1.603 0.853 -0.80
N 0.995 -0.376 0.370 0.43
H 0.181 -0.104 2.865 0.06
H 0.166 -1.409 4.039 0.34
H -1.320 -0.559 3.635 0.32
H -1.359 -2.706 2.335 0.42
H -1.283 -1.298 1.248 -0.08
H 0.974 -3.134 2.365 0.52
H 0.215 -3.385 0.794 0.20
H 2.026 -2.028 -0.060 0.54
H 2.401 -1.352 1.620 0.26
H 0.557 0.245 1.012 -0.51
H 0.340 -0.679 -0.354 0.22
H -1.954 1.678 -1.478 0.26
H -2.618 2.070 -2.719 0.38
O -2.789 1.509 -1.950 -0.72
H 3.162 0.724 -2.269 0.25
H 1.850 0.117 -1.447 0.44
O 2.219 0.665 -2.145 -0.74
H -0.366 1.857 -3.856 0.28
H 0.504 1.141 -2.893 0.28
O -0.099 1.927 -2.934 -0.55
H 0.650 2.728 0.433 0.28
H -0.435 3.556 1.015 0.29
O 0.133 2.813 1.245 -0.66
H -1.456 1.176 1.620 0.37
H -2.403 2.443 1.705 0.21
O -2.242 1.601 1.279 -0.57
H 3.924 -0.665 -0.157 0.35
H 3.322 0.485 0.456 0.34
O 4.084 0.292 -0.112 -0.71
H -2.164 -2.563 -2.451 0.30
H -1.839 -1.170 -2.359 0.31
O -1.440 -1.979 -2.708 -0.58
H 2.585 1.202 3.326 0.28
H 1.624 1.979 2.431 0.30
O 2.386 1.392 2.406 -0.54
H -3.848 -1.154 -0.200 0.25
H -3.575 0.051 -1.094 0.27
O -3.232 -0.845 -0.869 -0.57
H -1.939 3.411 -1.472 0.30
H -0.437 3.415 -1.669 0.36
O -1.141 3.763 -1.097 -0.60
H 0.269 -3.504 -2.120 0.31
H 1.057 -2.955 -3.137 0.30
O 1.228 -3.282 -2.229 -0.61

Entry 4:
101
Properties=species:S:1:pos:R:3:mulliken_charge:R:1 method="wB97M-V/def2-TZVPD" e_homo_ev=-1.5 homo_lumo_gap_ha=0.1589 e_lumo_ha=0.10247 spin_multiplicity=1 largest_force_ev_per_a=1.986 charge=-2
C 4.604 2.669 3.609 -1.44
C 4.561 2.543 2.408 0.03
C 4.240 2.486 0.968 -0.24
C 3.613 1.134 0.495 0.77
C 3.376 1.329 -1.073 -0.24
O 2.780 0.435 -1.702 -0.70
O 3.756 2.424 -1.582 -0.82
C 4.762 0.073 0.658 -0.04
O 5.257 -0.429 -0.363 -0.77
O 5.148 -0.182 1.831 -0.62
N 2.304 0.817 1.042 1.47
C 2.155 -0.234 2.021 -1.35
C 0.940 -1.166 1.708 -0.47
C 0.766 -1.473 0.218 0.24
S -1.047 -1.751 -0.163 -0.19
C 1.505 1.949 1.412 -1.77
C 1.109 2.787 0.207 0.46
O 0.214 1.990 -0.565 -0.48
C 0.323 4.028 0.666 0.43
F -0.445 3.841 1.747 -0.32
F -0.498 4.500 -0.311 -0.27
F 1.177 5.034 0.954 -0.32
H 4.675 2.836 4.652 0.57
H 3.660 3.355 0.673 0.23
H 5.176 2.552 0.413 0.88
H 1.910 0.220 2.999 0.23
H 3.017 -0.868 2.203 0.67
H 0.037 -0.782 2.186 0.45
H 1.149 -2.120 2.209 0.24
H 1.077 -0.665 -0.442 -0.26
H 1.224 -2.418 -0.042 0.48
H -1.532 -0.612 0.375 -0.13
H 1.924 2.574 2.223 0.04
H 0.564 1.572 1.828 0.59
H 1.945 3.078 -0.437 0.36
H 0.413 2.136 -1.496 0.33
C -2.856 3.600 -2.283 0.62
Cl -4.450 3.188 -1.624 -0.21
Cl -2.124 2.227 -3.109 -0.21
H -2.968 4.419 -2.984 0.13
H -2.206 3.888 -1.466 -0.33
C 7.675 -0.098 4.620 -0.33
Cl 8.854 1.240 4.670 -0.21
Cl 6.022 0.480 4.604 -0.07
H 7.840 -0.668 3.712 0.24
H 7.836 -0.720 5.494 0.31
C 0.101 -5.780 0.469 0.05
Cl 1.503 -5.514 1.517 -0.18
Cl 0.047 -4.622 -0.861 -0.04
H 0.158 -6.783 0.060 0.34
H -0.800 -5.665 1.061 -0.16
C -3.970 1.257 -6.105 0.36
Cl -5.546 0.806 -5.444 -0.17
Cl -3.193 -0.091 -6.946 -0.15
H -4.110 2.065 -6.813 0.28
H -3.329 1.569 -5.288 -0.27
C -4.713 2.347 2.012 -0.23
Cl -6.286 1.949 2.734 -0.21
Cl -4.020 0.985 1.142 -0.04
H -4.851 3.167 1.316 0.21
H -4.033 2.636 2.805 0.27
C -0.870 -2.956 -6.256 -0.20
Cl -0.297 -2.766 -4.605 -0.03
Cl -0.478 -4.558 -6.920 -0.20
H -1.947 -2.833 -6.271 0.18
H -0.398 -2.202 -6.876 0.27
C -3.409 -2.970 2.424 -0.20
Cl -1.734 -2.995 2.951 -0.07
Cl -3.978 -4.543 1.824 -0.14
H -4.030 -2.681 3.264 0.37
H -3.501 -2.249 1.618 0.03
C -0.042 6.371 -3.312 -0.06
Cl 0.469 4.951 -4.213 -0.11
Cl -1.685 6.887 -3.763 -0.20
H -0.033 6.135 -2.253 -0.01
H 0.640 7.185 -3.522 0.37
C -3.099 -8.397 1.194 -0.29
Cl -1.732 -8.319 2.316 -0.14
Cl -3.019 -7.134 -0.033 -0.16
H -3.090 -9.363 0.700 0.35
H -4.015 -8.269 1.755 0.21
C -3.959 -7.909 5.316 -0.33
Cl -4.307 -9.230 4.190 -0.16
Cl -4.284 -6.331 4.598 -0.08
H -4.585 -8.038 6.192 0.33
H -2.911 -7.953 5.591 0.25
C -4.150 9.617 -2.671 0.07
Cl -5.297 8.782 -1.618 -0.15
Cl -3.701 11.203 -2.027 -0.17
H -3.256 9.012 -2.759 0.00
H -4.609 9.757 -3.642 0.27
C 7.143 5.772 1.387 -0.41
Cl 5.531 5.909 0.672 -0.11
Cl 7.232 4.473 2.575 -0.07
H 7.854 5.568 0.595 0.27
H 7.383 6.710 1.876 0.31
C -2.880 -9.129 -3.177 -0.25
Cl -4.257 -9.298 -2.083 -0.15
Cl -1.427 -9.886 -2.515 -0.15
H -3.124 -9.607 -4.119 0.31
H -2.685 -8.073 -3.326 0.24

Entry 5:
25
Properties=species:S:1:pos:R:3:mulliken_charge:R:1 method="wB97M-V/def2-TZVPD" e_homo_ev="-7.8 / -7.8" homo_lumo_gap_ha="0.2563 / 0.2564" e_lumo_ha="-0.03077 / -0.03076" spin_multiplicity=1 largest_force_ev_per_a=1.104 charge=0
C -0.366 0.148 1.020 -0.45
C -0.079 0.725 -1.288 -0.34
C -1.752 0.574 0.961 -0.20
C -1.310 1.293 -1.344 -0.38
C 0.438 0.186 -0.073 0.34
C -2.139 1.386 -0.194 -0.42
C -0.902 -2.845 -0.271 -0.51
C 1.885 -0.211 -0.023 -1.05
C 2.771 1.039 0.118 -0.53
N -2.128 -2.358 0.222 -0.10
O 2.568 1.707 1.336 -0.51
P -2.887 -1.192 0.816 0.12
S -3.430 2.432 -0.179 -0.29
H -0.002 -0.247 1.960 0.39
H 0.555 0.719 -2.163 0.44
H -2.155 0.940 1.905 0.53
H -1.649 1.790 -2.240 0.45
H -0.085 -2.653 0.430 0.22
H -0.643 -2.371 -1.223 0.23
H -0.992 -3.923 -0.428 0.31
H 2.072 -0.865 0.829 0.31
H 2.165 -0.733 -0.940 0.39
H 3.824 0.749 0.115 0.39
H 2.591 1.717 -0.731 0.31
H 1.649 1.996 1.385 0.34

Entry 6:
52
Properties=species:S:1:pos:R:3:mulliken_charge:R:1 method="wB97M-V/def2-TZVPD" e_homo_ev="-5.7 / -5.5" homo_lumo_gap_ha="0.2107 / 0.2024" e_lumo_ha="0.00212 / 0.00113" spin_multiplicity=4 largest_force_ev_per_a=4.776 charge=0
Co 10.036 19.615 -10.589 1.67
O 11.288 18.064 -9.789 -0.80
C 12.334 18.765 -9.096 -0.45
C 11.992 20.226 -8.621 -0.45
O 10.872 20.889 -9.215 -0.88
H 13.300 18.660 -9.589 0.21
H 12.530 18.239 -8.162 0.33
H 12.767 20.961 -8.838 0.29
H 11.824 20.239 -7.544 0.26
C 7.130 17.884 -13.244 -0.74
N 8.229 17.392 -12.342 0.80
O 9.186 18.173 -12.260 -0.40
O 8.099 16.314 -11.758 -0.50
H 6.676 17.006 -13.704 0.35
H 7.416 18.707 -13.899 0.22
H 6.351 18.260 -12.582 0.22
C 8.458 22.005 -12.242 0.06
O 8.797 20.872 -11.835 -0.43
N 7.864 22.898 -11.413 0.20
C 7.436 22.533 -10.033 -0.49
C 7.715 24.298 -11.758 -0.95
H 8.730 22.411 -13.228 0.25
H 6.366 22.635 -9.853 0.38
H 7.921 23.136 -9.266 0.35
H 7.677 21.475 -9.930 -0.25
H 8.066 24.941 -10.950 0.32
H 8.371 24.493 -12.606 0.31
H 6.674 24.581 -11.910 0.31
C 12.135 20.574 -13.077 -0.01
O 11.422 19.943 -12.220 -0.71
N 11.795 20.535 -14.373 0.20
C 12.770 21.032 -15.365 -0.96
C 10.623 19.887 -14.842 -0.65
H 13.089 21.073 -12.848 0.36
H 13.100 20.106 -15.835 0.35
H 13.623 21.577 -14.958 0.32
H 12.246 21.778 -15.962 0.31
H 9.965 19.485 -14.072 -0.02
H 9.978 20.566 -15.399 0.32
H 10.884 19.061 -15.503 0.38
C 7.696 18.254 -8.753 -0.11
O 8.206 18.963 -9.604 -0.66
N 6.402 18.366 -8.370 0.24
C 5.858 17.417 -7.417 -0.96
C 5.603 19.479 -8.860 -0.99
H 8.280 17.417 -8.340 0.48
H 4.804 17.230 -7.622 0.31
H 5.879 17.871 -6.426 0.34
H 6.384 16.465 -7.483 0.34
H 4.587 19.111 -9.005 0.39
H 5.545 20.312 -8.159 0.33
H 5.862 19.966 -9.801 0.22